Entry 1:
Entry from OMol25: a structure of composition C34H38Br2N6O11Sr at a distorted geometry (the ωB97M-V functional and the def2-TZVPD basis).

## Properties
Charge   +2
HOMO   -13.04 eV
Frontier orbital gap   4.67 eV
Energy relative to the best compared isomer or geometry (same formula, charge and spin)   2.431 eV
Strongest force on any atom   5.4 eV Å⁻¹
Lowest unoccupied orbital energy   -0.3076 Eh

CARTESIAN COORDINATES (ANGSTROEM)
Sr: 3.6065 3.8126 -3.1024
Br: 2.2482 -0.3931 2.3868
Br: 0.7231 -4.6037 1.2759
O: -2.9602 -4.3259 2.8755
O: 4.8055 2.6408 -0.4530
O: -0.7193 1.2868 3.6878
O: -1.9764 0.5003 -3.4894
O: 6.6775 -3.4588 1.5181
O: -2.6486 -6.1272 1.8552
O: 1.7058 2.4601 -2.1336
O: -1.8113 0.2064 5.0381
O: -2.2003 2.5716 -2.6980
O: 6.2899 -5.1340 0.2343
O: 6.7845 2.4207 0.5203
N: -2.6929 1.4956 -3.1292
N: -2.7215 -4.9263 1.8709
N: -0.2377 4.3542 -2.8243
N: 6.1787 -3.8907 0.4733
N: -1.7322 0.6197 3.9597
N: 5.5565 2.6376 0.5544
C: 3.6214 3.2738 4.2387
C: -2.3173 -4.7001 -0.5613
C: 4.8948 -3.5746 -1.6732
C: 2.0575 -3.1489 1.3054
C: -2.2909 -1.9308 -0.4014
C: 4.5539 -0.9088 -1.0943
C: 1.1783 1.2235 -1.9263
C: 0.1763 1.3457 -0.7147
C: 3.5195 2.6305 1.9195
C: -2.5461 -4.0598 0.6996
C: -2.6961 1.1031 1.6844
C: 2.8818 2.8019 3.1226
C: -2.8324 0.4840 2.9933
C: -6.0387 -0.1115 -2.5115
C: 5.5106 3.6412 2.8360
C: 5.3725 -3.0587 -0.4750
C: -4.9659 2.4935 -2.9321
C: 1.2450 -1.7758 1.4504
C: -5.0477 0.7778 1.3127
C: -6.2838 2.3393 -2.5305
C: -5.1885 0.0864 2.4799
C: 4.0027 -1.3949 -2.2454
C: -2.4650 -2.6408 0.7922
C: -4.0783 -0.0680 3.3026
C: -4.6663 0.1039 -2.8302
C: -4.1005 1.3883 -3.0190
C: 4.9252 3.7488 4.0903
C: 4.2286 -2.7633 -2.5850
C: 5.3107 -1.7225 -0.2513
C: -2.3569 -2.5566 -1.6454
C: -6.7973 1.0111 -2.3666
C: -2.3178 -3.9255 -1.7440
C: 4.8573 2.9617 1.8051
C: -3.8089 1.2102 0.8423
H: 6.5228 4.0040 2.7342
H: 0.2627 4.6426 -3.6528
H: 0.9433 -1.4160 0.4667
H: -6.5196 -1.0784 -2.4994
H: 0.6241 0.8228 -2.7751
H: 2.7621 -3.2756 0.4835
H: -0.9466 3.7183 -3.1606
H: 2.6643 -3.3038 2.1976
H: 3.1361 3.4556 5.1863
H: 1.8674 2.4499 3.2388
H: 3.3507 -0.8114 -2.8785
H: 5.7445 -1.2779 0.6321
H: -6.1371 -0.3536 2.7501
H: 2.9611 2.2327 1.0850
H: -4.0936 -0.8044 -2.9456
H: 2.0184 0.5478 -1.7657
H: 0.3126 -1.8381 2.0114
H: -0.4192 0.4705 -0.4550
H: -0.5438 5.1068 -2.2242
H: 0.6046 1.6957 0.2245
H: 0.4666 3.8037 -2.3542
H: -7.8200 0.9881 -2.0201
H: -1.7478 1.5249 1.3857
H: -2.3380 -4.3010 -2.7565
H: 3.8735 -3.1926 -3.5102
H: -4.1542 -0.6472 4.2109
H: 5.0331 -4.6422 -1.7595
H: -2.3766 -1.9412 -2.5327
H: -3.6360 1.6147 -0.1441
H: 5.4705 4.2219 4.8935
H: -4.5903 3.5032 -3.0082
H: -2.5025 -2.1208 1.7380
H: -5.9314 0.8631 0.6977
H: -2.1826 -5.7662 -0.6702
H: -2.1200 -0.8680 -0.3139
H: -6.9189 3.2066 -2.4267
H: -0.4853 2.1822 -0.9400
H: 4.4315 0.1517 -0.9310

Mulliken atomic charge list, values in e, 2 entries: 1.84, -0.11

Entry 2:
Entry from OMol25: a cluster of 2 separate species, CF3I2P in total at a distorted geometry (the ωB97M-V functional and the def2-TZVPD basis).

## Properties
HOMO (alpha / beta)   -8.35 / -9.37 eV
Frontier orbital gap (alpha / beta)   7.08 / 7.55 eV
Energy relative to the best compared isomer or geometry (same formula, charge and spin)   3.032 eV
Strongest force on any atom   2.0 eV Å⁻¹
Lowest unoccupied orbital energy (alpha / beta)   -0.0467 / -0.0669 Eh

CARTESIAN COORDINATES (ANGSTROEM)
I: 5.4803 0.7015 -0.0567
I: 2.2324 -1.1859 -0.2335
P: 4.4145 -1.2999 0.6939
F: -1.1408 0.2198 1.1065
F: -0.3494 1.3436 -0.4907
F: -1.4398 -0.6915 -0.8168
C: -0.6085 0.1191 -0.0876

Mulliken atomic charge list, values in e, 2 entries: 0.01, 0.16

Entry 3:
Entry from OMol25: a structure of composition C7H15N2PS at a distorted geometry (the ωB97M-V functional and the def2-TZVPD basis).

## Properties
HOMO (alpha / beta)   -8.21 / -8.20 eV
Frontier orbital gap (alpha / beta)   6.87 / 6.87 eV
Energy relative to the best compared isomer or geometry (same formula, charge and spin)   2.805 eV
Strongest force on any atom   4.1 eV Å⁻¹
Lowest unoccupied orbital energy (alpha / beta)   -0.0490 / -0.0488 Eh

CARTESIAN COORDINATES (ANGSTROEM)
S: -2.7956 -3.8418 -0.5503
P: -1.1871 -1.6142 -0.7597
N: -0.1860 -1.8204 -2.1309
N: -2.3274 -0.5437 -1.2334
C: 2.0630 0.5884 1.0367
C: -0.0908 1.8201 1.3912
C: 1.2543 -0.7477 0.7873
C: 1.0940 1.6386 0.4622
C: 0.5499 0.8844 -0.7710
C: -0.9106 0.4982 1.1853
C: 0.0057 -0.2868 0.0567
H: -1.0353 -0.0108 2.1668
H: -0.4406 -2.6594 -2.7941
H: -3.2426 -0.8735 -1.2984
H: -1.8718 0.6548 0.6847
H: -0.1789 1.4406 -1.3715
H: 1.8185 -1.3947 0.2035
H: 2.2229 0.6996 2.1282
H: 1.6458 2.5475 0.2056
H: 0.9609 -1.0984 1.8755
H: -0.7105 2.6852 1.1894
H: 2.8965 0.5783 0.2895
H: 0.8421 -1.8918 -1.7764
H: 0.3512 1.9975 2.3944
H: 1.3957 0.5850 -1.4407
H: -2.1234 0.1650 -1.9307

Mulliken atomic charge list, values in e, 2 entries: -0.36, 0.20

Entry 4:
Entry from OMol25: a cluster of 2 separate species, C12H18S in total at a distorted geometry (the ωB97M-V functional and the def2-TZVPD basis).

## Properties
HOMO   -7.23 eV
Frontier orbital gap   7.92 eV
Energy relative to the best compared isomer or geometry (same formula, charge and spin)   2.932 eV
Strongest force on any atom   4.5 eV Å⁻¹
Lowest unoccupied orbital energy   0.0254 Eh

CARTESIAN COORDINATES (ANGSTROEM)
S: -0.4927 -1.0845 -1.1744
C: -0.9222 -2.9633 -0.8667
C: -0.0926 -1.0446 2.8402
C: 0.4118 2.4093 -1.7723
C: 1.6712 -0.9096 0.7132
C: 0.3186 -1.0997 0.4519
C: 1.2687 -0.9207 3.0827
C: 2.1064 -0.8250 1.9854
C: 0.7910 -0.9541 -2.2339
C: -0.5586 -1.0859 1.5476
C: -2.0086 1.9748 -1.1341
C: -0.5809 2.1291 -0.6857
C: -0.2853 2.3130 0.6127
H: 1.8520 -1.1485 -2.0964
H: 2.3716 -0.5596 -0.0236
H: -1.0727 -3.6051 -1.7163
H: 3.2147 -0.6133 2.1705
H: -1.5738 -1.4513 1.4813
H: -0.8702 -1.2850 3.6218
H: -2.6683 2.2577 -0.1864
H: 0.3243 3.5382 -1.9384
H: -1.8391 -3.0585 -0.2761
H: 1.4299 2.1249 -1.4750
H: 0.3579 -0.2565 -3.0517
H: -2.1700 0.8879 -1.3655
H: 1.6411 -0.6688 4.0927
H: -2.3380 2.5557 -1.9308
H: -0.9927 2.3132 1.3382
H: 0.6508 2.5113 0.9142
H: 0.2279 1.9369 -2.7545
H: -0.1723 -3.4180 -0.1706

Mulliken atomic charge list, values in e, 2 entries: 0.34, -1.16

Entry 5:
Entry from OMol25: a cluster of 2 separate species, C2H6N2O2S in total at a distorted geometry (the ωB97M-V functional and the def2-TZVPD basis).

## Properties
HOMO (alpha / beta)   -8.72 / -8.01 eV
Frontier orbital gap (alpha / beta)   8.15 / 7.00 eV
Energy relative to the best compared isomer or geometry (same formula, charge and spin)   2.716 eV
Strongest force on any atom   5.4 eV Å⁻¹
Lowest unoccupied orbital energy (alpha / beta)   -0.0207 / -0.0370 Eh

CARTESIAN COORDINATES (ANGSTROEM)
S: -1.3747 0.3837 -1.9607
O: -1.2030 0.9032 1.7735
O: 0.6268 1.1697 0.4710
N: 1.1559 -1.4812 0.4591
N: 0.0097 1.3885 -2.1467
C: -0.0783 -0.9935 0.8833
C: -0.1984 0.4138 1.0270
H: -2.0185 0.2655 1.8718
H: 0.2470 1.8990 -1.2811
H: -0.9098 -1.6423 1.0716
H: 0.8649 0.8648 -2.2940
H: 1.6418 -0.7370 0.1421
H: 1.2367 -2.4341 -0.0169

Mulliken atomic charge list, values in e, 2 entries: -0.10, -0.49

Entry 6:
Entry from OMol25: a structure of composition C35H42N4O7PPbS2 at a distorted geometry (the ωB97M-V functional and the def2-TZVPD basis).

## Properties
Charge   -1
HOMO   -3.69 eV
Frontier orbital gap   5.90 eV
Energy relative to the best compared isomer or geometry (same formula, charge and spin)   0.842 eV
Strongest force on any atom   2.2 eV Å⁻¹
Lowest unoccupied orbital energy   0.0809 Eh

CARTESIAN COORDINATES (ANGSTROEM)
Pb: 1.1883 0.9641 0.6460
S: 2.2686 0.6761 3.0880
S: 1.2098 -2.4159 -0.2591
P: -0.9834 -0.9334 2.1731
O: 2.2169 2.1271 -1.1778
O: -2.4983 -0.4377 1.8830
O: -1.1098 -2.5208 1.8082
O: -1.2717 -0.9935 3.8299
O: -0.8778 -0.6279 -0.3404
O: -2.7751 4.6564 -3.4836
O: -0.9444 2.1454 0.0915
N: 2.2468 2.5516 4.9210
N: 2.2049 -1.2223 -0.1133
N: 1.6483 3.1957 1.5177
N: 1.7625 3.3585 2.8684
C: -2.3116 -3.2602 1.6906
C: 3.2666 -4.3925 -0.2923
C: 1.5555 -3.5765 -4.7015
C: 1.8914 -4.2153 1.6762
C: 1.9364 3.3319 -1.4989
C: 1.2916 -2.9190 -2.0289
C: 1.7668 -2.2716 -4.2841
C: 2.0354 2.3247 3.5855
C: 2.1784 -3.8443 0.3702
C: -2.4146 -1.5557 -1.8648
C: 1.4397 5.6976 -1.0989
C: -2.8777 1.1130 -2.8062
C: 1.6681 4.2846 0.8329
C: -1.5596 2.1375 -1.0107
C: 4.0548 -5.3313 0.3508
C: -1.8070 3.3879 -1.6587
C: -2.7011 0.9406 2.1998
C: 2.6861 -5.1521 2.3146
C: -2.0353 -4.4734 0.8105
C: -0.3736 -0.0200 5.8319
C: 1.1874 -4.5468 -3.7835
C: 1.6329 -1.9388 -2.9459
C: -3.1216 2.3305 -3.3717
C: -2.0747 0.9501 -1.6568
C: 3.7676 -5.7105 1.6516
C: -2.0136 5.7744 -3.0985
C: -1.7319 -0.3618 -1.1994
C: 1.9422 3.6719 -2.8795
C: -0.2230 -1.0968 4.7619
C: 1.0402 -4.2161 -2.4467
C: -2.5455 3.4888 -2.8027
C: 1.6607 4.4102 -0.5914
C: 1.6946 4.9361 -3.3387
C: 1.4392 5.9760 -2.4456
C: -4.0198 1.4353 1.6285
H: -4.8701 0.9555 2.1092
H: 1.6974 5.1340 -4.4030
H: -0.2732 -2.0930 5.2212
H: -2.3235 6.1586 -2.1219
H: 0.4123 -0.1267 6.5781
H: -3.7077 2.4287 -4.2740
H: -2.6872 1.0643 3.2898
H: 2.0523 -1.5206 -5.0053
H: -1.3345 -5.1435 1.3031
H: 2.1399 2.8653 -3.5715
H: 1.7853 -0.9263 -2.5970
H: -2.1857 6.5327 -3.8605
H: 2.4718 -5.4410 3.3329
H: -2.1055 -2.4538 -1.3366
H: 1.2434 6.9772 -2.8054
H: -2.1019 -1.6387 -2.9056
H: 0.7477 -0.9891 4.2671
H: -0.2986 0.9578 5.3615
H: 2.1837 1.7366 5.5062
H: -1.5906 -4.1498 -0.1258
H: 1.7270 5.2238 1.3961
H: -3.2891 0.2371 -3.2886
H: 0.7457 -4.9647 -1.7264
H: 3.1341 -1.3591 -0.4901
H: 1.0488 -3.7523 2.1695
H: -1.3457 -0.1019 6.3171
H: -4.0545 1.2354 0.5615
H: 4.9033 -5.7621 -0.1622
H: -0.9493 5.5308 -3.0530
H: 3.5024 -4.1028 -1.3071
H: 1.6801 -3.8458 -5.7410
H: -4.0847 2.5111 1.7807
H: -2.6532 -3.5869 2.6819
H: 4.3937 -6.4372 2.1500
H: -1.3557 4.2464 -1.1858
H: 1.2511 6.4924 -0.3857
H: 1.0335 -5.5674 -4.1046
H: -3.0859 -2.6240 1.2559
H: -3.4982 -1.4710 -1.8206
H: -2.9620 -5.0044 0.6060
H: 1.8735 3.4185 5.2701
H: -1.8849 1.5251 1.7651

Mulliken atomic charge list, values in e, 2 entries: 1.31, -0.65